[1]
C3H5NO2 in the gas phase, computed with ωB97M-V/def2-TZVPD.

The geometry in XYZ format:
```
11
Properties=species:S:1:pos:R:3:forces:R:3:lowdin_charge:R:1
C -0.980894 0.110323 0.350686 -1.54 3.00 -2.79 -0.008
C -0.906758 0.669234 -0.977662 0.88 -1.94 4.08 -0.075
C 0.307056 -0.625903 0.624766 -0.19 3.63 0.46 -0.406
N 0.211719 0.135834 -1.573128 -2.04 -3.53 2.11 0.033
O 0.900136 -0.783866 -0.611597 -0.53 1.43 -1.87 -0.018
O 1.181618 0.121838 1.587569 -0.93 -1.06 -0.94 -0.035
H -1.838774 0.362203 1.058792 1.64 -0.65 -0.98 0.113
H -1.467406 1.408785 -1.582239 0.15 -0.73 0.83 0.127
H 0.116149 -1.532105 1.053270 -0.12 -2.74 0.99 0.110
H 0.819878 0.688818 -2.031141 2.86 2.20 -1.57 0.081
H 1.657276 -0.555159 2.100685 -0.19 0.40 -0.31 0.078
```
Forces are in eV/Å.

Summary:
Frontier orbital gap: 9.3 eV
Energy above the lowest of the compared OMol25 structures with the same formula, charge and spin: 385.50 kJ/mol
Calculated total energy: -8773.699 eV
Structure (SMILES): O[C@H]1C=CNO1
2S+1: 1

---

[2]
2 unconnected molecules or ions with the total composition C3H5NO2, computed with ωB97M-V/def2-TZVPD.

The geometry in XYZ format:
```
11
Properties=species:S:1:pos:R:3:forces:R:3:lowdin_charge:R:1
C -1.766226 0.071260 1.274276 -0.01 0.02 0.00 -0.048
N 0.941351 -0.331718 -0.843813 0.19 -0.05 0.22 0.180
C 1.446974 -0.429567 0.259448 0.08 -0.06 0.35 -0.295
O 1.822973 -0.580128 1.350917 -0.23 0.11 -0.76 0.195
C 1.417570 0.190546 -2.060470 -0.09 0.04 -0.34 -0.310
O 0.799629 0.121578 -3.081168 0.18 -0.01 0.46 0.083
H -0.954706 -0.489457 1.747354 -0.16 0.10 -0.07 0.006
H -2.268845 0.681490 2.028681 0.06 -0.11 -0.11 0.019
H -2.477832 -0.626815 0.827368 0.10 0.10 0.09 0.023
H -1.365904 0.718188 0.489998 -0.05 -0.09 0.13 0.010
H 2.405018 0.674624 -1.992592 -0.07 -0.05 0.04 0.136
```
Forces are in eV/Å.

Summary:
Frontier orbital gap: 11.6 eV
Energy above the lowest of the compared OMol25 structures with the same formula, charge and spin: 91.09 kJ/mol
Calculated total energy: -8776.751 eV
Structure (SMILES): O=C=NC=O.C
2S+1: 1

---

[3]
2 unconnected molecules or ions with the total composition C3H5NO2, computed with ωB97M-V/def2-TZVPD.

The geometry in XYZ format:
```
11
Properties=species:S:1:pos:R:3:forces:R:3:lowdin_charge:R:1
O -1.300847 -0.061871 1.383553 -0.11 -0.12 -0.70 0.071
C -1.516035 -0.246665 0.210766 0.13 0.07 0.48 -0.224
C -0.433594 -0.631263 -0.777057 -0.09 0.02 0.03 -0.185
N 0.859153 -0.758447 -0.186233 0.22 0.03 0.53 0.095
C 1.250454 -0.617326 0.957446 0.21 -0.02 0.18 -0.345
O 1.811081 -0.527629 1.981164 -0.43 -0.06 -0.75 0.160
H -2.532162 -0.143489 -0.218316 0.09 0.00 0.05 0.125
H -0.726115 -1.574448 -1.260265 0.01 0.14 0.07 0.125
H -0.415134 0.125469 -1.574788 -0.03 -0.10 0.11 0.120
H 1.529315 1.879956 -0.411169 0.01 0.07 0.02 0.017
H 1.473886 2.555713 -0.105101 -0.01 -0.05 -0.03 0.041
```
Forces are in eV/Å.

Summary:
Frontier orbital gap: 11.3 eV
Energy above the lowest of the compared OMol25 structures with the same formula, charge and spin: 187.20 kJ/mol
Calculated total energy: -8775.755 eV
Structure (SMILES): O=C=NCC=O.[H][H]
2S+1: 1

---

[4]
C3H5NO2 in the gas phase, computed with ωB97M-V/def2-TZVPD.

The geometry in XYZ format:
```
11
Properties=species:S:1:pos:R:3:forces:R:3:lowdin_charge:R:1
O -1.289416 -1.223116 0.675312 0.69 1.24 -0.96 -0.009
C -0.747183 0.288235 -0.041306 -1.03 -0.73 0.40 0.087
C 0.760989 0.336795 0.229414 -0.50 -0.61 0.11 -0.489
O 0.997647 -1.000835 0.108089 0.65 -0.84 0.69 -0.201
C 1.494788 1.213826 -0.772617 0.03 0.15 -0.62 -0.137
N 2.078967 1.872526 -1.528316 -0.79 -0.81 1.01 0.142
H -1.719652 -1.826098 0.031377 0.26 0.73 0.14 0.130
H -0.933122 0.196512 -1.110716 -0.28 -0.09 0.31 0.126
H -1.441788 0.852945 0.551571 -0.17 0.60 -0.17 0.107
H 1.009075 0.795131 1.213156 -0.20 -0.28 -0.22 0.145
H -0.210306 -1.505922 0.644036 1.35 0.66 -0.69 0.099
```
Forces are in eV/Å.

Summary:
Frontier orbital gap: 9.4 eV
Energy above the lowest of the compared OMol25 structures with the same formula, charge and spin: 396.18 kJ/mol
Calculated total energy: -8773.589 eV
2S+1: 1

---

[5]
A molecular structure, C3H5NO2, computed with ωB97M-V/def2-TZVPD.

The geometry in XYZ format:
```
11
Properties=species:S:1:pos:R:3:forces:R:3:lowdin_charge:R:1
O -2.248594 -0.720285 -0.470239 -0.35 -0.10 -0.17 -0.047
N -1.520650 -0.127751 0.546893 0.74 0.04 0.16 0.049
C -0.304516 -0.003065 0.236786 -0.38 0.31 0.02 -0.300
C 0.932370 0.462676 0.959210 0.21 1.45 -0.50 -0.138
O 1.656837 -0.457949 0.179019 0.44 -0.10 -0.09 -0.108
C 0.705979 -0.298637 -0.832357 0.29 1.70 -1.04 -0.136
H -3.129643 -0.805246 -0.082491 0.16 0.02 -0.11 0.095
H 1.122394 0.349486 2.043865 -0.13 0.71 -0.72 0.133
H 1.117759 1.561505 0.103341 -0.16 -1.50 3.10 0.158
H 0.955441 1.109342 -1.068213 -0.66 -3.20 -0.86 0.167
H 0.712624 -1.070077 -1.615815 -0.14 0.68 0.21 0.127
```
Forces are in eV/Å.

Summary:
Frontier orbital gap: 10.7 eV
Energy above the lowest of the compared OMol25 structures with the same formula, charge and spin: 655.77 kJ/mol
Calculated total energy: -8770.898 eV
2S+1: 1

---

[6]
C3H5NO2 in the gas phase, computed with ωB97M-V/def2-TZVPD.

The geometry in XYZ format:
```
11
Properties=species:S:1:pos:R:3:forces:R:3:lowdin_charge:R:1
C 1.345980 -0.301167 0.240306 -4.06 -2.84 2.05 -0.385
N -1.340782 0.962165 0.312807 0.26 0.43 0.52 0.062
C 0.334062 -0.420847 -0.827924 0.25 2.72 -2.08 -0.080
C -0.826888 0.255837 -0.752668 0.74 0.14 -0.91 -0.207
O 1.088376 -1.715788 0.665318 2.16 1.67 1.47 -0.011
O 1.671075 0.582869 0.976161 0.80 -0.85 -0.87 0.125
H 1.105255 -1.687576 1.642230 0.40 -0.32 -0.27 0.099
H -0.678810 1.166940 1.059147 -0.22 -0.01 -0.28 0.086
H -1.877940 1.783744 0.055480 0.10 -0.33 0.11 0.092
H 0.620603 -0.950792 -1.724061 -0.26 -0.10 0.06 0.106
H -1.440932 0.324615 -1.646795 -0.17 -0.51 0.20 0.113
```
Forces are in eV/Å.

Summary:
Frontier orbital gap: 9.0 eV
Energy above the lowest of the compared OMol25 structures with the same formula, charge and spin: 198.19 kJ/mol
Calculated total energy: -8775.641 eV
Structure (SMILES): N/C=C\C(=O)O
2S+1: 1

---

[7]
C3H5NO2 in the gas phase, computed with ωB97M-V/def2-TZVPD.

The geometry in XYZ format:
```
11
Properties=species:S:1:pos:R:3:forces:R:3:lowdin_charge:R:1
N 0.227557 -1.156648 1.166484 0.05 0.11 0.10 0.175
C 0.589931 0.138359 0.934146 0.10 0.13 0.04 -0.495
O 1.459965 0.728001 1.545701 -0.22 -0.14 -0.19 0.057
C -0.217493 0.814395 -0.158674 0.07 0.23 0.12 -0.200
C -0.269510 0.272155 -1.518045 0.46 0.11 -0.13 -0.099
O -1.305620 0.004251 -0.590554 -0.18 -0.02 -0.06 -0.045
H -0.605272 -1.527907 0.733006 0.12 0.19 0.07 0.101
H 0.562770 -1.588141 2.014655 0.10 0.07 -0.19 0.115
H -0.323654 1.892297 -0.061622 -0.43 -0.20 0.37 0.152
H -0.633234 0.875292 -2.347962 0.47 0.08 0.12 0.119
H 0.514561 -0.452053 -1.717135 -0.56 -0.57 -0.25 0.120
```
Forces are in eV/Å.

Summary:
Frontier orbital gap: 11.0 eV
Energy above the lowest of the compared OMol25 structures with the same formula, charge and spin: 142.87 kJ/mol
Calculated total energy: -8776.214 eV
Structure (SMILES): NC(=O)[C@H]1CO1
2S+1: 1

---

[8]
2 unconnected molecules or ions with the total composition C3H5NO2, computed with ωB97M-V/def2-TZVPD.

The geometry in XYZ format:
```
11
Properties=species:S:1:pos:R:3:forces:R:3:lowdin_charge:R:1
C 1.907503 0.179049 1.031766 0.00 -0.01 0.00 -0.049
N -1.024117 0.131275 -0.756104 -0.19 0.16 0.44 0.177
C -1.411798 0.483882 0.346153 -0.18 0.18 0.30 -0.290
O -1.691746 0.885880 1.405990 0.32 -0.42 -1.02 0.192
C -1.643385 -0.607324 -1.785211 0.13 -0.04 -0.39 -0.306
O -1.158130 -0.740870 -2.871437 -0.23 0.10 0.69 0.082
H 1.146514 0.825612 1.479652 0.17 -0.11 -0.06 0.006
H 2.513295 -0.268577 1.823622 -0.09 0.09 -0.12 0.019
H 2.544281 0.771490 0.370276 -0.10 -0.08 0.11 0.023
H 1.426754 -0.609874 0.448165 0.09 0.12 0.10 0.009
H -2.609173 -1.050544 -1.492870 0.09 0.02 -0.06 0.136
```
Forces are in eV/Å.

Summary:
Frontier orbital gap: 11.6 eV
Energy above the lowest of the compared OMol25 structures with the same formula, charge and spin: 92.04 kJ/mol
Calculated total energy: -8776.741 eV
Structure (SMILES): O=C=NC=O.C
2S+1: 1

---

no.,maximum force (eV Å⁻¹)
1,4.6
2,0.8
3,0.9
4,1.7
5,3.4
6,5.4
7,0.8
8,1.1